{
  "formula": "C37H36F2GaN2O3S4",
  "method": "ωB97M-V with the def2-TZVPD basis set",
  "species": ["Ga", "O", "S", "C", "C", "C", "C", "S", "O", "C", "C", "C", "C", "C", "C", "C", "C", "C", "C", "C", "C", "H", "H", "H", "H", "H", "H", "H", "H", "H", "H", "H", "H", "H", "H", "H", "H", "H", "H", "F", "C", "C", "C", "C", "C", "F", "C", "C", "C", "C", "C", "C", "N", "H", "H", "H", "H", "H", "H", "C", "C", "C", "C", "C", "C", "C", "C", "N", "H", "H", "H", "H", "H", "H", "H", "H", "H", "C", "O", "C", "S", "S", "H", "H", "H"],
  "coordinates": [[0.232, -0.194, 0.595], [-1.114, 0.937, -2.343], [-1.029, -0.297, -3.173], [-2.199, -1.513, -2.485], [-3.528, -0.891, -2.086], [-4.381, -1.827, -1.230], [-3.876, -2.077, 0.176], [-3.590, -0.686, 1.308], [-2.363, 0.006, 0.771], [-4.959, 0.352, 0.743], [-6.261, -0.013, 1.062], [-7.320, 0.754, 0.601], [-7.076, 1.892, -0.161], [-5.769, 2.277, -0.431], [-4.705, 1.513, 0.032], [-1.946, 0.057, -4.677], [-2.639, 1.251, -4.765], [-3.301, 1.564, -5.944], [-3.254, 0.692, -7.024], [-2.541, -0.497, -6.930], [-1.877, -0.815, -5.755], [-1.679, -1.911, -1.610], [-2.287, -2.296, -3.243], [-4.104, -0.618, -2.974], [-3.300, 0.026, -1.542], [-4.442, -2.811, -1.712], [-5.399, -1.431, -1.203], [-2.899, -2.560, 0.192], [-4.559, -2.731, 0.725], [-6.438, -0.893, 1.672], [-8.338, 0.468, 0.836], [-7.904, 2.480, -0.536], [-5.576, 3.172, -1.009], [-3.674, 1.793, -0.155], [-2.642, 1.915, -3.909], [-3.849, 2.494, -6.024], [-3.768, 0.941, -7.944], [-2.492, -1.169, -7.777], [-1.304, -1.732, -5.678], [1.412, -1.560, 5.687], [1.880, -1.391, 4.428], [1.136, -0.693, 3.499], [1.641, -0.454, 2.221], [2.917, -0.964, 1.895], [3.591, -1.721, 2.847], [4.790, -2.308, 2.563], [3.107, -1.943, 4.120], [3.505, -0.605, 0.575], [4.858, -0.712, 0.252], [5.286, -0.219, -0.972], [4.389, 0.320, -1.873], [3.041, 0.329, -1.500], [2.634, -0.095, -0.306], [0.153, -0.338, 3.791], [3.665, -2.531, 4.834], [5.565, -1.136, 0.945], [6.341, -0.247, -1.221], [4.703, 0.755, -2.812], [1.172, 1.009, -1.840], [1.391, 3.528, -2.713], [1.854, 2.665, -3.854], [1.968, 3.178, -5.138], [2.419, 2.386, -6.183], [2.728, 1.057, -5.949], [2.600, 0.498, -4.680], [2.816, -0.980, -4.494], [2.193, 1.323, -3.626], [2.041, 0.809, -2.321], [1.240, 4.555, -3.044], [2.124, 3.525, -1.903], [0.450, 3.159, -2.302], [1.708, 4.215, -5.316], [2.527, 2.803, -7.176], [3.053, 0.425, -6.767], [3.333, -1.398, -5.357], [1.851, -1.486, -4.393], [3.392, -1.217, -3.602], [-2.424, -1.698, 6.583], [-1.918, -2.066, 5.307], [-2.741, -2.305, 4.258], [-4.417, -2.180, 4.386], [-1.894, -2.706, 2.847], [-1.768, -0.915, 6.965], [-2.380, -2.566, 7.244], [-3.449, -1.344, 6.516]],
  "orbital_gap_ev": 6.053,
  "charge": -1,
  "total_energy_ha": -5484.0472
}

{
  "formula": "C37H36F2NSi",
  "method": "ωB97M-V with the def2-TZVPD basis set",
  "species": ["C", "C", "C", "F", "C", "C", "C", "C", "C", "C", "F", "C", "C", "C", "C", "C", "C", "H", "H", "H", "H", "H", "H", "H", "H", "H", "H", "H", "H", "H", "C", "C", "C", "C", "Si", "C", "C", "C", "C", "C", "C", "C", "C", "C", "C", "C", "C", "C", "C", "C", "C", "N", "C", "C", "H", "H", "H", "H", "H", "H", "H", "H", "H", "H", "H", "H", "H", "H", "H", "H", "H", "H", "H", "H", "H", "H", "H"],
  "coordinates": [[-0.593, -5.180, -2.351], [-0.226, -3.982, -1.540], [0.955, -3.276, -1.792], [1.683, -3.642, -2.896], [1.414, -2.234, -1.009], [0.522, -1.660, -0.048], [0.788, -0.437, 0.631], [1.351, 0.716, 0.041], [1.785, 0.799, -1.339], [2.625, 1.839, -1.695], [3.297, 1.755, -2.890], [2.934, 2.924, -0.866], [3.895, 3.973, -1.304], [2.299, 2.954, 0.392], [1.581, 1.872, 0.863], [-0.679, -2.385, 0.245], [-1.040, -3.498, -0.505], [-1.466, -5.644, -1.882], [-0.896, -4.876, -3.362], [0.192, -5.950, -2.447], [2.422, -1.821, -1.128], [0.479, -0.358, 1.675], [1.523, 0.029, -2.062], [3.804, 4.806, -0.602], [4.957, 3.677, -1.332], [3.624, 4.333, -2.302], [2.436, 3.845, 1.001], [1.202, 1.857, 1.890], [-1.328, -2.010, 1.035], [-1.974, -4.025, -0.319], [-3.092, 2.544, 3.284], [-4.045, 2.438, 4.302], [-3.913, 1.449, 5.290], [-2.825, 0.559, 5.264], [-2.498, -0.673, 6.629], [-3.704, -0.432, 8.057], [-4.592, -1.475, 8.376], [-5.576, -1.315, 9.360], [-5.678, -0.103, 10.046], [-4.795, 0.940, 9.760], [-3.809, 0.779, 8.771], [-2.735, -2.412, 6.035], [-3.492, -2.683, 4.889], [-3.554, -3.992, 4.376], [-2.871, -5.026, 5.030], [-2.184, -4.780, 6.225], [-2.142, -3.474, 6.740], [-0.651, -0.610, 7.104], [-0.347, 0.632, 7.950], [1.096, 1.020, 7.605], [1.471, 0.231, 6.357], [0.303, -0.585, 6.002], [-1.925, 0.625, 4.186], [-2.047, 1.616, 3.197], [-3.166, 3.345, 2.554], [-4.901, 3.115, 4.337], [-4.663, 1.367, 6.085], [-4.533, -2.414, 7.816], [-6.262, -2.136, 9.559], [-6.452, 0.026, 10.795], [-4.876, 1.896, 10.279], [-3.135, 1.611, 8.527], [-4.043, -1.873, 4.398], [-4.141, -4.187, 3.477], [-2.886, -6.030, 4.614], [-1.688, -5.587, 6.771], [-1.647, -3.287, 7.702], [-0.575, -1.516, 7.753], [-1.053, 1.445, 7.716], [-0.435, 0.374, 9.009], [1.195, 2.089, 7.429], [1.730, 0.714, 8.434], [1.727, 0.864, 5.502], [2.366, -0.354, 6.594], [0.546, -1.495, 5.618], [-1.095, -0.097, 4.139], [-1.327, 1.650, 2.373]],
  "orbital_gap_ev": 4.056,
  "charge": 1,
  "total_energy_ha": -1975.2355
}

For the records above, the corresponding energy relative to the best compared isomer or geometry (same formula, charge and spin) values read 0.136, 0.662 eV.